CH3NO | ωB97M-V with the def2-TZVPD basis set

Summary:
Energy relative to the best compared isomer or geometry (same formula, charge and spin) = 3.655 eV
Spin multiplicity = 1
Frontier orbital gap = 10.82 eV
E_HOMO = -0.357 Eh
SMILES = C1NO1
DFT total energy = -169.77327 hartree
E_LUMO = 1.10 eV

CARTESIAN COORDINATES (ANGSTROEM)
C (0.397, 0.357, 0.189)
N (-0.469, -0.776, 0.144)
O (-1.024, 0.509, -0.122)
H (0.633, 0.407, 1.278)
H (0.956, 0.770, -0.619)
H (-0.493, -1.267, -0.870)

Quick look at the Löwdin charges, all values in e: number 1, C, carries -0.182; number 2, N, carries -0.055; number 3, O, carries -0.133; number 4, H, carries 0.119; number 5, H, carries 0.100; number 6, H, carries 0.151